1.
This record from the Open Molecules 2025 dataset describes a single C7H12O3 molecule at a distorted geometry. The level of theory is ωB97M-V/def2-TZVPD.

Calculated values
SMILES string	C#C[C@](C)(O)C[C@@H](O)CO
energy above the lowest of the compared OMol25 structures with the same formula, charge and spin	116.2	kcal/mol
spin multiplicity	1

Last column: Löwdin charge in e.
Atoms and positions in Å:
C 0.4963 -2.9538 0.0698  0.1427
C 0.7112 -1.8058 0.3878  -0.0606
C 0.9887 -0.4101 0.8054  -0.5740
C 1.9933 0.2423 -0.1504  -0.0086
O 1.5268 -0.4121 2.1250  -0.0048
C -0.3183 0.3965 0.9226  -0.1095
C -1.4055 0.2006 -0.1333  -0.2300
O -2.4254 1.4896 0.3045  -0.1005
C -0.9703 0.5380 -1.5534  -0.3107
O -0.8078 1.8710 -1.7534  -0.1048
H 0.4439 -4.0031 -0.1632  0.0356
H 2.9491 -0.2990 -0.1165  0.0928
H 2.1548 1.2850 0.1531  0.1005
H 1.6511 0.2274 -1.1910  0.0772
H 2.4178 -0.7757 2.1039  0.1000
H -0.0326 1.4573 0.9690  0.1277
H -0.7665 0.1468 1.8933  0.1336
H -1.7171 -0.8560 -0.1013  0.1340
H -3.2789 1.2574 -0.0724  0.0628
H -2.1313 0.0953 -1.6606  0.1566
H -0.1917 -0.1019 -1.9903  0.1217
H -1.2876 2.4102 -0.8485  0.2183



2.
This record from the Open Molecules 2025 dataset describes a molecular structure, C25H43GaN4OP3 at a distorted geometry. The level of theory is ωB97M-V/def2-TZVPD.

Calculated values
net charge	+1
energy above the lowest of the compared OMol25 structures with the same formula, charge and spin	18.6	kcal/mol
spin multiplicity	1

Last column: Löwdin charge in e.
Atoms and positions in Å:
C -1.7369 2.8144 -4.1866  -0.0428
C -1.3901 1.5079 -3.8637  -0.2249
C -0.0414 1.1008 -4.1549  -0.1774
C 0.9987 2.1135 -4.0256  -0.1519
C 0.5758 3.4596 -3.9459  -0.0412
C -0.7311 3.8018 -4.2547  -0.0735
C 2.3201 1.6746 -3.7955  0.0641
C 2.5906 0.2925 -3.8277  -0.1554
C 1.4783 -0.6142 -4.0026  -0.1804
C 1.6543 -1.9769 -3.5719  -0.2143
C 2.9472 -2.5016 -3.6049  -0.0449
C 4.0423 -1.6353 -3.5960  -0.0784
C 3.8496 -0.2670 -3.4913  -0.0299
H -2.7801 3.0965 -4.3064  0.1193
H 1.3493 4.2263 -3.7942  0.1207
H -0.9879 4.8167 -4.5217  0.1054
H 2.8411 2.2207 -2.9799  0.1493
H 3.0904 -3.5804 -3.5744  0.1195
H 5.0516 -2.0410 -3.6505  0.1100
H 4.6709 0.4197 -3.3007  0.1154
N 0.2720 -0.1807 -4.4658  0.1863
Ga 0.3320 0.2650 0.5050  0.2020
C -2.3212 0.6075 -3.0544  -0.2482
H -2.2380 -0.4352 -3.3891  0.0740
H -3.3772 0.9244 -3.1256  0.0945
C 0.4845 -2.7476 -2.9348  -0.2561
H -0.4372 -2.5650 -3.4934  0.0739
H 0.6855 -3.8300 -2.8807  0.0939
P -1.8058 0.6697 -1.2253  0.8153
P 0.2327 -2.0915 -1.1827  0.8646
C 1.5731 -2.9879 -0.3042  -0.2735
H 1.4574 -2.8492 0.7799  0.0245
H 1.5281 -4.0606 -0.5429  0.0507
H 2.5478 -2.5891 -0.6157  0.0492
C -1.2489 -3.0447 -0.6726  -0.2757
H -0.9847 -4.1087 -0.5781  0.0516
H -1.6014 -2.6589 0.2929  0.0235
H -2.0377 -2.9270 -1.4312  0.0413
C -2.1656 2.4148 -0.7994  -0.2627
H -3.2086 2.6519 -1.0539  0.0526
H -2.0085 2.5696 0.2808  0.0274
H -1.4980 3.0882 -1.3529  0.0433
C -3.1612 -0.2220 -0.3825  -0.2795
H -2.8958 -0.3493 0.6769  0.0103
H -4.0839 0.3711 -0.4723  0.0479
H -3.3075 -1.2090 -0.8468  0.0323
H 0.9276 0.8226 -0.6708  -0.1432
H 1.7718 0.9305 0.5128  -0.0561
C 0.5578 2.5322 2.7058  -0.0986
N -0.3700 1.5958 3.3409  -0.2908
C -1.5444 2.2139 3.9379  -0.0878
P -0.1949 -0.0301 3.2338  0.6007
O -0.4459 -0.5692 1.8048  -0.2668
N 1.2805 -0.5067 3.7522  -0.3049
C 2.4658 -0.6471 2.8902  -0.1028
C 1.6009 -0.0712 5.1085  -0.0836
N -1.3170 -0.8177 4.1045  -0.2928
C -0.9570 -2.1126 4.6823  -0.0833
C -2.7194 -0.7783 3.6720  -0.0875
H 0.4586 3.4933 3.2234  0.0964
H 0.3138 2.6810 1.6341  0.0675
H 1.6026 2.1940 2.7853  0.0751
H -2.3611 2.3445 3.2018  0.0905
H -1.9069 1.6242 4.7943  0.0907
H -1.2449 3.2011 4.3077  0.0924
H 2.2357 -1.1746 1.9476  0.0416
H 2.9349 0.3305 2.6612  0.0781
H 3.1888 -1.2616 3.4561  0.0972
H 1.7664 1.0147 5.1680  0.0939
H 0.8116 -0.3504 5.8044  0.0813
H 2.5191 -0.5970 5.3980  0.0992
H -1.2860 -2.1461 5.7302  0.0979
H -1.4627 -2.9224 4.1324  0.0976
H 0.1294 -2.2657 4.6548  0.0802
H -3.3460 -0.9704 4.5555  0.1038
H -3.0158 0.1874 3.2495  0.0700
H -2.9179 -1.5790 2.9388  0.0919



3.
This record from the Open Molecules 2025 dataset describes a single C6H16N2 molecule at a distorted geometry. The level of theory is ωB97M-V/def2-TZVPD.

Calculated values
SMILES string	CC(C)NC[C@H](C)N
energy above the lowest of the compared OMol25 structures with the same formula, charge and spin	43.3	kcal/mol
spin multiplicity	1

Last column: Löwdin charge in e.
Atoms and positions in Å:
C -2.6598 -0.1278 -0.6371  -0.0714
C -1.8507 0.7620 0.3596  -0.4501
C -1.7009 2.1709 -0.0774  -0.0907
N -0.4285 0.2796 0.7482  -0.0526
C 0.4726 -0.2626 -0.2590  -0.2712
C 1.8198 -0.4867 0.3953  -0.4338
C 2.9103 -0.7199 -0.7257  -0.0643
N 1.6382 -1.6087 1.3573  0.0134
H -2.2150 0.1683 -1.6809  0.1116
H -3.6877 0.0018 -0.4143  0.0442
H -2.6129 -1.2283 -0.3746  0.0840
H -2.3568 0.6643 1.2603  0.0956
H -2.6484 2.6135 -0.3670  0.0762
H -0.9097 2.1098 -0.9068  0.0944
H -1.3101 2.7744 0.7104  0.0630
H -0.5611 -0.4184 1.5274  0.1155
H 0.0633 -1.1746 -0.8164  0.1197
H 0.5470 0.4874 -1.2568  0.1606
H 2.0711 0.3033 1.0651  0.1157
H 2.4236 -0.9246 -1.7233  0.0809
H 3.4870 0.2466 -0.7207  0.0788
H 3.6444 -1.4311 -0.3947  0.0472
H 1.3947 -2.5152 0.9877  0.0647
H 2.4694 -1.6838 1.9435  0.0687